{
  "formula": "C36H64BrN3O19",
  "method": "the ωB97M-V functional and the def2-TZVPD basis",
  "fmax_ev_per_a": 12.26,
  "charge": 0,
  "total_energy_ha": -5577.676052,
  "orbital_gap_ev": 9.48,
  "smiles": "[H]/N=C/C[C@@](C#N)(CC(=O)Br)[C@@H](C#N)[C@@H](C)CC.CCOC(=O)OC.CCOC(=O)OC.CCOC(=O)OC.CCOC(=O)OC.CCOC(=O)OC.CCOC(=O)OC",
  "lumo_ev": -1.10,
  "species": ["C", "C", "C", "C", "C", "C", "N", "C", "C", "N", "C", "C", "N", "C", "C", "O", "Br", "H", "H", "H", "H", "H", "H", "H", "H", "H", "H", "H", "H", "H", "H", "H", "H", "C", "C", "O", "C", "O", "O", "C", "H", "H", "H", "H", "H", "H", "H", "H", "C", "C", "O", "C", "O", "O", "C", "H", "H", "H", "H", "H", "H", "H", "H", "C", "C", "O", "C", "O", "O", "C", "H", "H", "H", "H", "H", "H", "H", "H", "C", "C", "O", "C", "O", "O", "C", "H", "H", "H", "H", "H", "H", "H", "H", "C", "C", "O", "C", "O", "O", "C", "H", "H", "H", "H", "H", "H", "H", "H", "C", "C", "O", "C", "O", "O", "C", "H", "H", "H", "H", "H", "H", "H", "H"],
  "xyz": [[4.85152, 1.72456, 3.40696], [6.04089, 1.63914, 2.30524], [5.62996, 1.22939, 0.78358], [6.23553, 2.35195, -0.30049], [4.09089, 0.79207, 0.51734], [4.13756, -0.16324, -0.86150], [4.16462, -0.93663, -1.91208], [2.99901, 1.94778, 0.19621], [3.06257, 2.16033, -1.46715], [3.15311, 2.39619, -2.75136], [1.42054, 1.43675, 0.42829], [1.15580, 0.71364, 1.86811], [0.98853, -0.66573, 2.03815], [3.25017, 3.42411, 0.83632], [2.05864, 3.97073, 1.84349], [2.02150, 3.75309, 3.17671], [0.47988, 5.05290, 1.13587], [5.35886, 1.55644, 4.47485], [4.44917, 2.84615, 3.45105], [4.00465, 0.92406, 3.33238], [6.84639, 0.86169, 2.72042], [6.62354, 2.68075, 2.27837], [6.28162, 0.25526, 0.53827], [5.91233, 3.46237, -0.00812], [7.41592, 2.33371, -0.14112], [5.99513, 2.08070, -1.41296], [3.79366, 0.02296, 1.36890], [1.26695, 0.59485, -0.40421], [0.63506, 2.28111, 0.14610], [1.05736, 1.37313, 2.85344], [0.83856, -0.77986, 3.08993], [4.25922, 3.57456, 1.40820], [3.27644, 4.21908, -0.05612], [-1.39527, 1.98620, 5.85410], [-0.08006, 2.60335, 6.29509], [0.33065, 2.08138, 7.56676], [0.87038, 0.83857, 7.54316], [1.04478, 0.14717, 6.55217], [1.16423, 0.48305, 8.81945], [1.64748, -0.85150, 8.94911], [-2.15792, 2.10811, 6.63002], [-1.74925, 2.45041, 4.92988], [-1.29078, 0.91085, 5.67931], [-0.21256, 3.68293, 6.42485], [0.70719, 2.46281, 5.54677], [2.49798, -1.03375, 8.28399], [0.83950, -1.56049, 8.74634], [1.98189, -0.99339, 9.98066], [2.50817, 4.19272, -5.44993], [1.09297, 3.74098, -5.76341], [0.13587, 4.72361, -5.34308], [0.01624, 5.80685, -6.14852], [0.63043, 6.00598, -7.18467], [-0.89141, 6.64766, -5.59098], [-1.03831, 7.88173, -6.28871], [2.60409, 4.45385, -4.39108], [3.22724, 3.40504, -5.68967], [2.77579, 5.08670, -6.02180], [0.87284, 2.82591, -5.20298], [0.96587, 3.50685, -6.82573], [-1.25432, 7.71658, -7.34939], [-0.13486, 8.48656, -6.16798], [-1.87945, 8.42384, -5.84750], [1.78233, -0.95472, -4.26367], [0.76614, -0.10974, -3.51632], [-0.46497, -0.02172, -4.24769], [-1.26254, -1.11556, -4.18583], [-1.03312, -2.14065, -3.56368], [-2.35512, -0.88390, -4.95671], [-3.23328, -2.00150, -5.06228], [1.91952, -0.58086, -5.28345], [2.74611, -0.94613, -3.74787], [1.44891, -1.99360, -4.34969], [1.14821, 0.91207, -3.41720], [0.58833, -0.48709, -2.50366], [-3.52078, -2.37711, -4.07475], [-2.76022, -2.79111, -5.65333], [-4.13836, -1.67493, -5.58213], [-9.35829, -6.35968, -5.50816], [-8.61383, -5.09539, -5.89864], [-7.37832, -4.98427, -5.17791], [-6.36791, -5.77010, -5.62285], [-6.41538, -6.53692, -6.57165], [-5.29549, -5.57460, -4.81454], [-4.18833, -6.42167, -5.11122], [-9.49346, -6.40809, -4.42283], [-10.33802, -6.39612, -5.99167], [-8.79970, -7.25522, -5.79771], [-9.21703, -4.22210, -5.62768], [-8.43783, -5.04318, -6.97836], [-3.90406, -6.35113, -6.16629], [-4.42899, -7.45480, -4.84411], [-3.33878, -6.09605, -4.50434], [-0.03121, 9.63113, 9.70893], [0.11808, 9.18249, 8.26617], [0.92940, 8.00260, 8.17720], [0.31728, 6.84352, 8.52112], [-0.84335, 6.71995, 8.87911], [1.22689, 5.84140, 8.42096], [0.73875, 4.57466, 8.85506], [0.95023, 9.75373, 10.17828], [-0.57421, 10.57824, 9.76484], [-0.57490, 8.88888, 10.30164], [0.63288, 9.96334, 7.69595], [-0.85344, 9.02090, 7.78709], [-0.19445, 4.31151, 8.34627], [0.59845, 4.58253, 9.93990], [1.48921, 3.81831, 8.60845], [-1.26478, -12.63190, -3.97276], [-2.47550, -12.47542, -3.07009], [-2.17490, -11.62996, -1.95066], [-2.14255, -10.30075, -2.21254], [-2.35590, -9.77353, -3.29282], [-1.80797, -9.65419, -1.06725], [-1.63794, -8.24826, -1.22788], [-0.39840, -12.97749, -3.39960], [-1.47021, -13.34619, -4.77437], [-0.98265, -11.67750, -4.42814], [-2.75114, -13.45378, -2.66176], [-3.34572, -12.09772, -3.61740], [-2.51633, -7.79146, -1.69556], [-0.73832, -8.04779, -1.81705], [-1.50806, -7.80590, -0.23616]],
  "lowdin_charge": [-0.13, -0.23, -0.32, -0.09, -0.18, -0.09, 0.12, -0.29, -0.09, 0.16, -0.11, -0.17, 0.06, -0.10, -0.58, -0.12, 0.63, 0.10, 0.07, 0.07, 0.12, 0.12, 0.15, 0.08, 0.10, 0.08, 0.15, 0.12, 0.11, 0.11, 0.05, 0.11, 0.14, -0.06, -0.21, -0.02, -0.54, 0.10, 0.00, -0.05, 0.09, 0.08, 0.07, 0.12, 0.12, 0.10, 0.10, 0.10, -0.09, -0.21, 0.03, -0.55, 0.11, -0.01, -0.06, 0.06, 0.08, 0.07, 0.11, 0.13, 0.10, 0.10, 0.09, -0.07, -0.23, 0.02, -0.55, 0.11, -0.01, -0.05, 0.08, 0.03, 0.08, 0.08, 0.11, 0.10, 0.10, 0.10, -0.07, -0.22, 0.02, -0.55, 0.11, -0.01, -0.05, 0.08, 0.08, 0.08, 0.12, 0.12, 0.10, 0.10, 0.09, -0.07, -0.22, 0.02, -0.55, 0.11, 0.00, -0.05, 0.08, 0.08, 0.07, 0.12, 0.12, 0.08, 0.11, 0.10, -0.07, -0.22, 0.02, -0.55, 0.10, -0.01, -0.05, 0.08, 0.08, 0.07, 0.12, 0.12, 0.09, 0.10, 0.10]
}

---

{
  "formula": "C5H7NO",
  "method": "the ωB97M-V functional and the def2-TZVPD basis",
  "fmax_ev_per_a": 3.53,
  "charge": 0,
  "relative_energy_ev": 2.223,
  "total_energy_ha": -324.642761,
  "orbital_gap_ev": 9.40,
  "smiles": "O=C1CC=CCN1",
  "lumo_ev": 0.76,
  "species": ["O", "C", "C", "C", "C", "C", "N", "H", "H", "H", "H", "H", "H", "H"],
  "xyz": [[1.36197, 2.29377, 0.51195], [0.77114, 1.26159, 0.24900], [1.37829, -0.10551, 0.30413], [0.53144, -1.31516, 0.16464], [-0.73428, -1.19513, -0.25058], [-1.39921, 0.13990, -0.02927], [-0.48019, 1.24158, -0.32904], [2.35867, -0.14113, 0.79703], [1.24127, -0.52164, -0.83863], [1.10247, -2.23748, 0.14836], [-1.25265, -2.02392, -0.71213], [-1.70285, 0.16922, 1.03218], [-2.29722, 0.26731, -0.63741], [-0.87886, 2.16662, -0.41022]],
  "lowdin_charge": [0.06, -0.50, -0.05, -0.17, -0.12, -0.18, 0.05, 0.13, 0.19, 0.12, 0.10, 0.12, 0.11, 0.14]
}

---

{
  "formula": "C3H5N3",
  "method": "the ωB97M-V functional and the def2-TZVPD basis",
  "fmax_ev_per_a": 2.44,
  "charge": 0,
  "relative_energy_ev": 1.407,
  "total_energy_ha": -281.538333,
  "orbital_gap_ev": 10.17,
  "smiles": "Nc1cc[nH]n1",
  "lumo_ev": 1.05,
  "species": ["N", "C", "N", "N", "C", "C", "H", "H", "H", "H", "H"],
  "xyz": [[1.94003, -0.17050, 0.51974], [0.57761, 0.04879, 0.20349], [-0.06577, 1.21570, 0.20427], [-1.30186, 0.89866, -0.18299], [-1.52269, -0.40421, -0.46792], [-0.21752, -1.03561, -0.19117], [2.60272, 0.22783, -0.12911], [2.19698, -0.00886, 1.48380], [-1.99066, 1.64106, -0.19061], [-2.61185, -0.50773, -0.73194], [0.39302, -1.90513, -0.51757]],
  "lowdin_charge": [0.07, -0.47, 0.07, -0.09, -0.07, -0.02, 0.07, 0.07, 0.15, 0.12, 0.10]
}

---

{
  "formula": "C3H7NO",
  "method": "the ωB97M-V functional and the def2-TZVPD basis",
  "fmax_ev_per_a": 0.55,
  "charge": 0,
  "relative_energy_ev": 2.708,
  "total_energy_ha": -248.426960,
  "orbital_gap_ev": 10.63,
  "smiles": "C=NC.C=O",
  "lumo_ev": 0.80,
  "species": ["O", "C", "H", "H", "C", "C", "N", "H", "H", "H", "H", "H"],
  "xyz": [[-3.54456, -1.37964, -0.53276], [-3.01740, -0.47149, -1.11252], [-3.34710, 0.56979, -0.92726], [-2.22289, -0.64296, -1.86147], [1.55156, 1.27160, 0.60397], [1.47983, -1.03483, 0.35815], [1.60369, 0.06914, -0.23283], [2.04296, 2.07741, 0.06599], [2.13332, 1.16926, 1.52741], [0.52341, 1.48527, 0.89377], [1.60429, -1.96482, -0.19365], [1.19290, -1.14872, 1.41119]],
  "lowdin_charge": [-0.01, -0.15, 0.08, 0.08, -0.15, -0.10, -0.09, 0.06, 0.07, 0.07, 0.06, 0.08]
}

---

{
  "formula": "C2H6F2NOP",
  "method": "the ωB97M-V functional and the def2-TZVPD basis",
  "fmax_ev_per_a": 4.66,
  "charge": 0,
  "relative_energy_ev": 5.206,
  "total_energy_ha": -750.794163,
  "orbital_gap_ev": [7.86, 7.72],
  "lumo_ev": [0.03, 0.04],
  "species": ["C", "C", "N", "O", "F", "F", "P", "H", "H", "H", "H", "H", "H"],
  "xyz": [[-0.89404, -1.30546, 1.03626], [1.16719, 1.48197, 0.30983], [-0.48225, -0.21998, 0.19282], [0.81572, 0.07805, 0.41516], [-1.34718, 0.30986, -2.37310], [0.84540, -0.39071, -2.36967], [-0.52562, -1.05071, -2.05339], [-1.82154, -1.59757, 0.70853], [-0.06882, -2.01220, 1.16454], [-1.19046, -0.84309, 1.98548], [2.10455, 1.57603, -0.11770], [0.95308, 1.84723, 1.35388], [0.44398, 2.12659, -0.25263]],
  "lowdin_charge": [-0.17, -0.06, -0.22, -0.27, -0.35, -0.30, 0.92, 0.04, 0.09, 0.08, 0.05, 0.10, 0.09]
}

---

{
  "formula": "C5H9BaMgO4",
  "method": "the ωB97M-V functional and the def2-TZVPD basis",
  "fmax_ev_per_a": 16.80,
  "charge": 1,
  "total_energy_ha": -721.927712,
  "orbital_gap_ev": [8.12, 4.81],
  "lumo_ev": [-3.67, -4.64],
  "species": ["O", "C", "C", "O", "C", "C", "O", "C", "Ba", "H", "H", "H", "H", "H", "H", "H", "H", "Mg", "O", "H"],
  "xyz": [[1.30121, -0.69969, 0.53671], [1.05241, -2.02487, 0.55042], [-0.11662, -2.63508, 0.28783], [-1.34193, -2.09660, 0.07368], [-1.52483, -0.94198, -0.79992], [-2.60269, -0.07837, -0.20749], [-1.93038, 0.95807, 0.56933], [-2.76087, 1.92861, 1.16757], [0.10993, 0.73665, -0.35260], [1.90592, -2.67446, 0.76796], [-0.13300, -3.72719, 0.34050], [-1.84300, -1.31879, -1.78204], [-3.28603, -0.60609, 0.48043], [-3.18760, 0.42481, -0.99460], [-2.11891, 2.64128, 1.69680], [-3.34921, 2.45854, 0.40230], [-3.44263, 1.44883, 1.88572], [2.71011, 0.58013, 0.53291], [1.55862, 1.73267, -0.45120], [1.72140, 2.53159, -0.99736]],
  "lowdin_charge": [-0.71, -0.24, -0.14, -0.08, -0.29, -0.20, -0.55, -0.07, 2.30, 0.13, 0.14, 0.13, 0.16, 0.14, 0.10, 0.11, 0.11, 0.78, -0.88, 0.08]
}